(1)
This record from OMol25 describes a structure of composition C17H18FNO2 at a distorted geometry. The level of theory is ωB97M-V with the def2-TZVPD basis set.

Values from the calculation:
* frontier orbital gap: 0.313 Eh
* HOMO energy: -7.856 eV

ORCA input file:
```
! wB97M-V def2-TZVPD RIJCOSX def2/J DEFGRID3
* xyz 0 1
C -3.4940 -3.2660 -0.1496
H -4.1346 -3.9181 -0.7073
O -3.8343 -1.8584 -0.4698
C -3.1625 -0.9557 -0.0201
C -3.6655 0.1856 -0.4125
C -3.0261 1.3821 0.1860
C -1.8457 1.2074 0.9677
C -1.3291 0.0741 0.9607
C -2.0747 -1.0445 0.6017
H -1.5901 -2.0913 0.9244
H -0.4388 0.1190 1.6414
C -1.0486 2.6358 1.0875
H 0.0011 2.0291 1.5593
H -1.4812 3.2248 1.9533
C -0.6044 3.4206 -0.1326
H 0.0304 4.1765 0.4546
H -1.4583 3.7659 -0.3256
C 0.0131 2.6049 -1.0769
C 1.4385 2.1046 -0.7554
O 2.2853 2.6774 -0.2547
N 1.2123 0.6288 -0.7538
C 2.1086 -0.1854 -0.0994
C 3.4836 0.1850 0.2717
C 4.3242 -0.8571 0.7787
C 4.0522 -2.0785 0.2953
C 2.8882 -2.5997 0.0605
C 1.9288 -1.8266 -0.3184
F 0.7286 -1.8459 -0.8116
H 2.4322 -3.6943 0.1125
H 4.7943 -3.0442 0.9145
H 5.3716 -0.5017 0.9160
H 3.7208 1.0884 0.1427
H 0.4051 0.2536 -0.8992
H -0.6760 1.7979 -1.5753
H 0.2766 3.2961 -1.9475
H -3.3169 2.6572 -0.0416
H -4.6024 0.4717 -0.9537
H -2.5714 -3.4165 -0.4359
H -3.5014 -3.4614 0.8490
*
```

Atom charges from the Löwdin analysis, given in e for atoms 1 to 4:
1. C 0.037
2. H 0.102
3. O 0.026
4. C -0.576

=====

(2)
This record from OMol25 describes a structure of composition C17H18IN4O4PtS2 at a distorted geometry. The level of theory is ωB97M-V with the def2-TZVPD basis set.

Values from the calculation:
* frontier orbital gap: 0.268 Eh
* HOMO energy: -10.207 eV

ORCA input file:
```
! wB97M-V def2-TZVPD RIJCOSX def2/J DEFGRID3
* xyz 1 1
Pt -0.1068 -0.1285 -0.0670
C -2.3943 3.0791 2.4291
O -1.9946 1.7873 2.9479
C -1.5011 0.9383 2.0919
O -1.3882 1.1681 0.8735
N -1.1638 -0.2398 2.6181
N -0.3833 -1.0679 1.7988
H -2.8170 3.6048 3.2763
H -3.1359 2.9528 1.6447
H -1.5234 3.6041 2.0449
H -1.0464 -0.2991 3.6202
H -0.7145 -2.0242 1.8641
H 0.6174 -0.9261 2.1051
C 1.6347 -3.2026 0.5269
C 1.5895 -2.5709 -0.8203
N 0.9380 -1.4713 -1.1435
C 1.1342 -1.1227 -2.4718
C 1.9071 -1.9824 -3.1642
S 2.4257 -3.2435 -2.1418
C 0.5321 0.1282 -2.8699
C 0.5740 0.8013 -4.0386
S -0.2514 2.2852 -3.8690
C -0.6192 1.9472 -2.2429
N -0.1574 0.7748 -1.8656
C -1.3631 2.9002 -1.3776
H 1.1518 -2.5629 1.2458
H 2.6659 -3.3514 0.8441
H 1.1418 -4.1752 0.5139
H 2.2051 -1.9364 -4.1980
H 1.0429 0.5171 -4.9654
H -1.6793 3.7726 -1.9446
H -0.7199 3.2172 -0.5562
H -2.2328 2.4096 -0.9478
I 7.5464 4.3080 3.2201
C 5.8232 3.2578 2.7059
C 5.3780 3.2760 1.3913
C 4.2380 2.5628 1.0510
C 3.5502 1.8325 2.0119
C 4.0044 1.8311 3.3254
C 5.1402 2.5440 3.6803
C 2.3365 1.0306 1.6322
O 1.8359 0.2756 2.5150
O 1.9108 1.1544 0.4531
H 5.9140 3.8388 0.6397
H 3.8746 2.5620 0.0324
H 3.4613 1.2606 4.0666
H 5.4908 2.5402 4.7030
*
```

Atom charges from the Löwdin analysis, given in e for atoms 1 to 4:
1. Pt 1.254
2. C 0.021
3. O 0.043
4. C -0.542

=====

(3)
This record from OMol25 describes a cluster of 2 separate species, C17H18N2O2 in total at a distorted geometry. The level of theory is ωB97M-V with the def2-TZVPD basis set.

Values from the calculation:
* frontier orbital gap: 0.289 Eh
* HOMO energy: -7.737 eV

ORCA input file:
```
! wB97M-V def2-TZVPD RIJCOSX def2/J DEFGRID3
* xyz 0 1
C -1.0697 -1.1443 1.9676
C -0.7510 0.1919 2.6046
C -1.3340 1.4438 1.9920
N 0.7048 0.3452 2.5309
O 1.1917 1.5114 2.5227
O 1.4066 -0.7011 2.5756
H -2.0452 -1.1113 1.4323
H -0.2475 -1.3643 1.2217
H -1.0966 -1.9661 2.7175
H -2.2853 1.2505 1.4540
H -1.5278 2.2545 2.7354
H -0.5838 1.8296 1.2564
C -0.2217 -1.4379 5.1325
C -0.7313 -0.1006 4.7229
N -0.1486 0.9734 5.2866
C -0.7904 2.2128 5.4942
C -2.1452 2.5083 5.3564
C -2.5666 3.7936 5.7840
C -1.6363 4.7296 6.2844
C -0.2698 4.4018 6.3830
C 0.1581 3.1268 6.0118
C 1.4401 2.4594 6.0579
C 1.2383 1.1284 5.5953
C 2.2949 0.2371 5.5361
C 3.5729 0.6928 5.9312
C 3.7661 1.9993 6.3987
C 2.6990 2.9011 6.4685
H -1.0492 -2.1616 5.1097
H 0.5027 -1.7957 4.3862
H 0.2683 -1.4308 6.1247
H -1.7875 0.0128 4.4707
H -2.8527 1.7719 4.9442
H -3.6236 4.0654 5.7188
H -1.9854 5.7234 6.5923
H 0.4743 5.1165 6.7161
H 2.1510 -0.7912 5.2066
H 4.4209 0.0099 5.8826
H 4.7509 2.3298 6.7112
H 2.7877 3.9353 6.8003
*
```

Atom charges from the Löwdin analysis, given in e for atoms 1 to 4:
1. C -0.050
2. C -0.311
3. C -0.043
4. N -0.354

=====

(4)
This record from OMol25 describes the molecule C17H18N2O2. The level of theory is ωB97M-V with the def2-TZVPD basis set.

Values from the calculation:
* SMILES: O=C(CN1CCOc2ccccc21)NCc1ccccc1
* frontier orbital gap: 0.313 Eh
* HOMO energy: -7.830 eV

ORCA input file:
```
! wB97M-V def2-TZVPD RIJCOSX def2/J DEFGRID3
* xyz 0 1
O 3.2230 0.1611 -1.6666
C 2.2153 0.6893 -1.2474
C 1.2898 1.5000 -2.1700
N -0.0800 1.6092 -1.7490
C -0.5346 2.8182 -1.1097
C -2.0487 2.9160 -1.3004
O -2.6922 1.8222 -0.7004
C -2.1682 0.6027 -1.0717
C -2.9628 -0.5158 -0.8870
C -2.5096 -1.7693 -1.2576
C -1.2577 -1.8962 -1.8321
C -0.4467 -0.7881 -2.0003
C -0.8757 0.4819 -1.6116
N 1.8396 0.6570 0.0447
C 2.5557 -0.0950 1.0535
C 1.6181 -0.8920 1.9192
C 0.5400 -1.5621 1.3537
C -0.3364 -2.2788 2.1480
C -0.1392 -2.3433 3.5168
C 0.9388 -1.6873 4.0866
C 1.8093 -0.9610 3.2929
H 1.7115 2.5063 -2.2452
H 1.3493 1.0490 -3.1669
H -0.3203 2.8345 -0.0281
H -0.0446 3.6790 -1.5714
H -2.2752 2.9460 -2.3755
H -2.4502 3.8103 -0.8199
H -3.9400 -0.3766 -0.4526
H -3.1361 -2.6350 -1.1100
H -0.8961 -2.8654 -2.1410
H 0.5345 -0.9173 -2.4281
H 0.9586 1.0564 0.3244
H 3.2488 -0.7526 0.5166
H 3.1493 0.5884 1.6735
H 0.3837 -1.5229 0.2860
H -1.1736 -2.7855 1.6917
H -0.8224 -2.9029 4.1382
H 1.0993 -1.7354 5.1537
H 2.6457 -0.4451 3.7430
*
```

Atom charges from the Löwdin analysis, given in e for atoms 1 to 4:
1. O 0.062
2. C -0.495
3. C -0.071
4. N -0.110

=====

(5)
This record from OMol25 describes a structure of composition C17H18N4O3S2 at a distorted geometry. The level of theory is ωB97M-V with the def2-TZVPD basis set.

Values from the calculation:
* frontier orbital gap: 0.287 Eh
* HOMO energy: -8.438 eV

ORCA input file:
```
! wB97M-V def2-TZVPD RIJCOSX def2/J DEFGRID3
* xyz 0 1
C -1.7214 -3.6772 0.4000
C -2.3879 -2.4819 -0.0619
N -2.6553 -1.4052 0.7050
C -3.4533 -0.5309 0.0889
C -3.7474 -0.9026 -1.3522
S -3.1892 -2.3323 -1.6415
H -4.3872 -0.2220 -1.7213
C -3.8951 0.7601 0.7514
C -3.1433 1.9513 0.2293
O -3.5964 2.7484 -0.3362
N -1.8220 2.1750 0.6250
C -1.0695 1.0324 1.1053
H -1.5608 -0.0010 1.5751
C -0.0796 0.3469 0.1769
N 0.6962 1.2343 -0.6705
S 1.6994 0.5112 -1.5186
O 1.2177 -0.7664 -2.2166
O 2.2635 1.5321 -2.3863
C 3.1816 0.1108 -0.6042
C 4.0206 0.9674 -0.0808
C 5.0433 0.5420 0.5478
C 5.0318 -0.6554 1.2840
C 4.1714 -1.5584 0.8465
C 3.0628 -1.2484 0.1204
C 2.1307 -2.0921 -0.5970
N 1.4622 -3.0937 -0.4890
H 4.2281 -2.8684 1.1655
H 5.9987 -0.8845 1.7438
H 5.7740 1.2250 1.0152
H 4.0136 1.8734 -0.5429
C -0.1018 2.4027 -1.1954
H 0.5320 2.9697 -1.7563
C -0.9125 3.0099 -0.0369
H -1.6272 3.5899 -0.5188
H -0.3177 3.3712 0.6839
H -0.7438 2.0672 -1.8648
H 0.5936 -0.4587 0.4370
H -0.7361 -0.2561 -0.3126
H -0.3265 1.4439 1.9694
H -3.7982 0.7186 2.0308
H -4.8501 0.8925 0.8880
H -1.8837 -3.6973 1.6368
H -2.3164 -4.6104 -0.0916
H -0.7989 -3.7327 -0.0306
*
```

Atom charges from the Löwdin analysis, given in e for atoms 1 to 4:
1. C -0.104
2. C -0.586
3. N 0.024
4. C -0.329

=====

Among the records above, which one has the lowest HOMO energy?
C17H18IN4O4PtS2